ORCA calculation (ωB97M-V/def2-TZVPD) on a structure of composition C28H70Cl6N3NaO9 at a distorted geometry.

The HOMO-LUMO gap is 7.9 eV. The value obtained for the LUMO energy is -0.27 eV.

```
117
C28H70Cl6N3NaO9 (ωB97M-V/def2-TZVPD)
C -15.9202 -10.0582 15.4525
H -20.7240 -11.8768 12.8953
H -20.7891 -11.0765 18.0269
H -19.5286 -13.8783 6.2109
C -14.8923 -12.8130 9.3443
H -15.8017 -11.6995 6.8616
H -13.2129 -11.3149 11.2750
H -20.1269 -14.0323 10.7868
H -20.2383 -13.3936 12.1415
C -22.4931 -12.0775 10.6188
H -10.9456 -10.9180 12.6235
C -11.4797 -10.1025 13.1112
C -20.7110 -9.2456 10.6324
O -11.7190 -9.0936 12.1012
O -18.3000 -9.0889 10.4502
C -21.4529 -12.1082 9.5125
O -17.2453 -10.4405 13.4416
H -14.8918 -9.9155 15.7844
H -20.5922 -9.3584 9.5548
H -10.9079 -9.8358 14.0000
O -14.4852 -13.3616 10.6000
H -15.9467 -14.9022 10.5494
C -17.9396 -9.1440 6.2791
Cl -20.2892 -15.4776 8.0198
H -17.3458 -9.1690 11.7974
C -18.2384 -7.8509 7.0276
H -12.2098 -8.7174 10.0662
O -18.9838 -8.2470 8.2278
H -19.1122 -12.4067 14.8959
H -18.4704 -11.7899 5.3871
C -18.8917 -13.9427 7.0931
H -15.2227 -10.3568 13.4369
C -16.5757 -11.1737 6.3026
H -15.7312 -13.3671 8.9233
H -16.8479 -10.8898 11.4956
C -18.4409 -12.2188 10.7092
Cl -21.6447 -13.8169 13.9859
C -17.6860 -12.2093 6.0171
O -18.8015 -11.0148 10.1652
Na -18.6947 -10.7526 8.3184
N -16.6680 -9.1523 16.3267
H -19.8355 -10.9824 10.8009
C -15.5122 -14.1786 11.2391
H -16.3262 -13.4782 11.4260
H -20.0177 -8.5164 11.0515
H -18.2347 -11.3990 15.7996
C -20.3854 -12.8927 13.0984
H -21.9695 -11.0947 16.7906
H -17.3876 -8.8990 5.3717
H -18.4585 -8.4733 16.8556
H -18.7801 -15.1899 10.3284
H -18.3454 -12.3722 13.2706
H -21.1526 -11.1045 9.2117
H -20.1862 -7.3179 9.5758
H -21.7061 -8.8599 10.8539
H -14.1815 -9.8746 11.5692
H -23.4369 -11.7010 10.2243
H -17.6951 -11.9593 11.4606
Cl -19.7886 -15.7619 12.3441
C -20.9233 -11.3373 16.9771
H -20.9161 -12.4038 16.7524
H -16.5768 -8.2397 9.6811
C -18.7155 -10.6402 16.4170
C -15.1946 -11.2251 9.5353
H -16.4130 -9.7053 10.7898
H -15.7668 -10.9460 8.6506
H -18.6540 -6.6167 9.5785
C -19.3891 -7.0324 8.8894
C -19.0457 -12.8937 13.9230
H -12.4139 -10.4193 13.5750
H -21.7968 -15.3802 9.8696
H -16.8817 -9.8323 9.1305
H -18.8041 -7.2379 6.3259
N -14.0679 -10.3194 9.4878
H -18.1689 -14.7581 7.0666
O -20.1166 -10.5769 16.1340
H -16.2429 -9.5081 7.3791
H -18.5440 -10.3889 11.9529
H -16.0826 -11.1196 15.6398
H -20.7392 -16.8690 9.9939
C -16.9809 -9.1969 10.0105
N -17.0488 -10.0267 7.0601
C -18.0990 -9.2493 16.1798
C -12.1711 -9.5282 10.7937
H -15.8730 -10.9518 10.3436
H -16.1447 -10.8843 5.3442
C -17.7973 -13.2840 9.7668
C -20.8118 -15.8191 9.7101
C -17.4753 -10.2145 12.0773
H -15.9424 -8.8664 13.6236
H -18.6505 -10.9894 17.4475
C -16.0581 -9.8956 13.9637
H -11.3896 -10.2065 10.4514
H -14.0712 -13.0602 8.6714
H -22.3411 -11.4257 11.4791
H -17.3277 -13.0985 5.4985
H -18.8806 -9.5951 5.9643
H -15.2796 -14.6365 12.2005
Cl -22.6986 -13.7470 11.1707
O -18.2792 -12.6726 7.2496
H -19.7511 -6.2588 8.2121
Cl -22.0074 -12.9676 7.9823
O -20.4503 -10.4509 11.3120
H -17.2782 -7.4775 7.3836
C -19.8060 -15.0681 10.6760
Cl -18.3572 -14.5536 14.0353
H -20.5228 -12.6162 9.7675
H -17.2908 -13.9442 10.4709
H -18.3448 -8.9399 15.1640
H -13.3916 -10.7209 8.8541
H -19.6052 -14.0790 7.9057
C -13.4865 -10.3404 10.8705
H -19.2683 -12.6950 11.2353
H -16.9612 -12.8949 9.1858
H -18.6085 -9.9696 10.6759
H -18.4501 -13.9659 9.2218
H -16.3731 -8.1976 16.1797
```

***

ORCA calculation (ωB97M-V/def2-TZVPD) on a structure of composition C28H70F2K2NO18S2 at a distorted geometry.

Its total charge is +1. As for the energy above the lowest of the compared OMol25 structures with the same formula, charge and spin: 241.3 kcal/mol. The HOMO-LUMO gap is 5.2 eV. The value obtained for the LUMO energy is -4.95 eV.

```
123
C28H70F2K2NO18S2 (ωB97M-V/def2-TZVPD)
C -1.8128 5.3736 7.6466
C 8.9549 10.1988 3.6100
H 10.3540 0.6662 -0.6933
C 10.2198 -0.0919 0.0784
S -0.3625 0.2842 -0.2213
C -13.8981 -0.0487 1.7062
C 6.6570 5.5584 -4.8240
H 7.3227 6.3917 -5.0485
O -0.4188 0.1070 -1.6734
H 8.5679 0.7355 1.1062
O -7.7810 -7.9085 -7.5096
H 2.9207 6.0462 -3.1993
H -8.5931 -9.8900 -7.4130
C -7.9428 -6.6509 -8.1991
C -13.0553 -0.0431 3.0224
H 11.2645 11.8147 4.4860
H 5.5547 3.2747 -5.8104
H -0.6870 -15.1774 -3.3017
H 0.2787 -11.3040 -1.7630
H -1.4971 6.4094 7.7714
H -3.0129 -10.6970 -0.2689
C -2.4267 5.0939 6.2409
C -0.9118 -11.9451 -3.4324
H 9.7344 9.4686 3.3924
H 10.3586 12.1860 2.9835
K -0.4974 -0.0439 6.3974
H -14.3010 -1.0591 1.6360
H 6.9372 10.3016 4.0540
H 11.8681 -0.3588 -1.7079
H -12.5672 0.9285 3.0985
H 10.1611 1.3311 1.6502
C -2.1573 -11.3006 0.0343
O 7.2563 4.2655 -5.0083
H -6.3832 -5.7553 -6.9798
H -7.8598 -5.8430 -6.1091
C -8.5189 -9.0063 -8.0468
H -1.3657 -10.6567 0.4176
C 6.2396 7.7381 3.7422
H 11.7415 -2.0628 -1.2859
O -2.9609 -0.5957 -0.5698
H -4.8539 3.2340 4.8210
H 8.6212 10.5495 2.6334
H -1.1310 -10.3832 -1.9149
H -2.8727 6.0855 6.1652
C -0.7805 -11.4121 -1.9966
S -1.9207 -1.3864 0.0407
H 3.7317 6.3164 -4.7587
N -0.8754 -0.8175 0.9480
K 3.6354 -3.7638 2.9411
O 11.4227 -0.6460 0.2906
O -0.8444 4.4455 8.0422
C -7.3831 -3.2836 -6.4864
H 6.8985 5.5079 -2.7289
C 9.5942 0.4531 1.3406
H 0.3010 4.1403 9.7485
H -8.9299 -6.6629 -8.6611
O 4.7685 5.0760 -3.2208
H -3.4592 3.6339 4.1175
C 6.0624 5.7351 -3.3902
H 0.0052 5.8749 9.2853
H -6.3053 -3.2711 -6.3248
O -11.9979 -0.9960 3.2372
H -8.0496 -9.3853 -8.9546
F -2.6609 -2.0995 1.2592
O -0.2014 -13.1152 -3.5293
H -14.8974 1.1069 -0.4638
H -13.7722 0.0472 3.8385
H -14.4391 -0.6084 -0.7355
C 6.3783 3.1354 -5.1102
H -1.5763 4.9975 5.5658
H 7.8344 9.4813 5.3517
C 3.6568 5.6504 -3.8990
H -0.3435 -14.3043 -1.8216
H -7.4752 -6.5433 -9.1778
H -13.5352 0.5491 -1.5909
H 10.4920 -1.5799 3.7788
H 6.1200 6.6899 3.4682
H -7.6056 -2.2813 -6.8526
H 10.0614 13.1557 4.4122
H 6.0050 5.7680 -5.6719
H 3.0653 4.7533 -4.0821
O -1.5729 -12.1066 -1.0401
O -13.1994 0.3011 0.5210
H -2.6989 -11.8687 0.7906
C 0.1646 4.8546 8.9366
C 10.3141 12.1515 4.0720
H 5.7486 3.0164 -4.2285
H 6.9702 2.2515 -5.3481
C 7.7101 9.5646 4.2720
H 11.4402 -0.9512 2.4887
O -0.5571 1.6476 0.3208
H -2.6116 5.2203 8.3722
O -3.2676 3.9774 6.1263
O 7.6036 8.2782 3.6401
H -1.9640 -12.0562 -3.6945
F 1.2097 -0.0344 0.0304
C -14.0760 0.4161 -0.6538
H -11.1875 -1.0048 1.1968
H 5.8695 6.7947 -3.2225
H 10.8393 0.2222 3.7591
C 10.6430 -0.6809 3.1812
H 5.5895 8.4034 3.1740
O -1.5158 -2.5681 -0.7562
C -4.0900 4.0045 4.9255
O 9.2498 11.2884 4.4997
H 13.1082 -1.0454 -0.7224
H -11.6252 -2.5316 2.1152
H 5.9116 7.9087 4.7675
C -7.4626 -5.6771 -7.1105
H 1.1271 4.8617 8.4249
O 9.4952 -0.5573 2.4261
H -14.8025 0.5343 1.8797
H -0.4259 -11.2667 -4.1336
O -7.7992 -4.2865 -7.4082
H -7.9454 -3.4347 -5.5650
C 12.0352 -1.0826 -0.9102
H -4.4285 4.9748 4.5619
H -10.2165 -1.6394 2.5589
C -11.2225 -1.5196 2.1569
H -1.8457 -14.1000 -2.7865
C -0.7610 -14.2008 -2.8232
H 9.6781 -0.8813 -0.4426
H -9.5557 -8.7587 -8.2745
```

***

ORCA calculation (ωB97M-V/def2-TZVPD) on a structure of composition C28H70HfNO15 at a distorted geometry.

Its total charge is +3. The HOMO-LUMO gap is 1.5 eV. The value obtained for the LUMO energy is -12.83 eV.

```
115
C28H70HfNO15 (ωB97M-V/def2-TZVPD)
C -0.6321 -4.0915 2.8121
C -1.8233 3.4777 1.5990
C 6.8231 -3.7360 0.2101
H 3.4878 2.7250 0.2250
H 0.7638 4.5835 0.0454
H -6.2034 -0.5135 2.3226
H 6.5360 -4.7865 0.2557
H -2.4503 1.0420 4.7338
C 2.6902 -0.3965 -3.8472
H -2.6923 3.4406 -1.9484
O -1.2117 1.7735 3.2044
H 3.5006 -3.0237 -0.5880
H -0.6255 1.6400 -1.2403
C -3.5668 2.8112 -2.1137
H -2.7512 0.3968 3.2085
C 4.1485 -3.5351 1.7247
N -2.9785 -0.7739 -4.3973
H -5.0627 0.2732 3.3395
H 1.4708 0.7591 -0.5919
C -5.0989 1.3958 -1.0889
H -1.4054 0.3366 -0.1607
H -4.4027 -0.9263 2.2076
C 3.6909 4.2463 1.7743
H 1.6574 -1.3262 0.9613
O -5.0688 0.8460 1.3581
H -3.1360 -4.4527 0.8067
H 0.0607 -4.9021 3.0383
H -1.7722 -2.3490 -3.6289
H 2.5860 6.2802 3.3831
H 0.8372 -2.3090 -7.6015
H 4.9550 2.7899 1.1100
C 0.6339 0.4067 0.0111
H 3.8036 4.8301 0.8608
H -1.3289 -0.2010 3.9638
H -2.3014 -3.0302 1.0727
H -3.2780 2.2577 -3.0072
C 0.4622 -1.2871 -7.5453
H -3.1589 2.3112 2.6754
H 7.8978 -3.6359 0.0583
H 0.0086 1.0915 -6.6601
H -2.0816 2.6708 0.9132
H -2.2943 3.5638 3.6134
H -4.1731 -0.2658 0.0197
C -2.6466 -3.9101 1.6155
C -2.7308 -1.8680 -3.4344
H -3.4298 -4.2337 5.1114
O 6.1667 -3.3361 -0.9142
H -0.6117 -1.3497 -7.7212
H 5.9696 -1.2639 -0.6632
Hf 1.0908 2.6369 3.1225
H 4.4196 -3.5468 2.7804
H -5.8807 -0.3791 -0.1331
O -2.2280 -0.7115 -5.3700
H 3.0737 -3.7134 1.6893
H 2.3156 -0.2246 -2.8381
H -0.0391 -3.3906 2.2246
H 4.7659 0.7013 2.5280
H 0.5793 0.5584 -4.1944
H 3.8183 0.3462 0.9995
H 5.3262 -2.0308 -2.0383
H -2.5376 4.2643 1.3560
O 0.7360 1.2210 1.1632
H -0.8709 -3.5131 3.7046
H 4.5799 -4.4584 1.3380
O 3.2053 1.9465 2.1865
O 2.3152 4.4092 2.2579
H 2.3610 6.4362 1.7013
H -5.2851 0.9314 -2.0573
H 1.6290 0.7061 -6.8697
C -5.0849 0.3244 0.1114
O -3.2537 -2.6857 3.8152
C 2.0898 5.7969 2.5415
H 3.2906 -0.1214 2.6357
H -2.9621 -2.7260 5.8573
H -0.6972 5.2215 0.0061
H -5.9460 2.0639 -0.9330
H -0.5204 0.0346 -1.7492
H -4.4367 3.4649 -2.1768
C -2.1989 2.7999 2.8417
H -3.5097 -2.6231 -3.5398
C 1.2624 1.0971 -4.8511
H -4.6928 -2.9695 5.1759
O 4.4410 -2.2422 1.1728
H 3.5258 -1.3039 -0.4662
H -0.0720 -1.4286 0.6952
C 0.8531 -1.0130 0.2957
O 0.6968 -0.8847 -6.1965
H 6.6169 -3.1243 1.0884
C 4.0664 -2.1982 -0.1561
H -4.1419 -4.4307 3.0823
O 2.7201 0.8796 -4.5761
H -4.5225 -2.8986 2.3454
H -0.3717 3.6890 -0.6974
H -2.7423 -1.4046 -2.4478
H 4.3097 4.4051 2.6575
H 0.9189 2.1312 -4.8803
O -3.8602 2.0520 -0.9433
C -5.1707 -0.1656 2.3476
H 0.8053 -0.6400 -8.3526
C -3.6959 -3.5084 2.7101
C 5.4350 -2.1656 -0.9621
C -1.9203 0.7065 3.8423
C -3.6220 -3.1608 5.1066
C 0.8105 0.5399 -6.1693
O -3.7423 0.0927 -3.9771
H 1.0069 5.8856 2.6288
C 3.7895 0.6481 2.0465
O -1.6266 -4.6945 2.1147
C -0.6024 0.6272 -0.8380
H 2.1532 -1.1749 -4.3893
C -0.2573 4.2497 0.2303
H 1.1026 -1.5549 -0.6166
H 3.6881 -0.8285 -3.9217
O -0.4137 3.7669 1.6188
C 3.8736 2.8362 1.2383
```

***

ORCA calculation (ωB97M-V/def2-TZVPD) on a cluster of 14 separate species, C28H70O14 in total at a distorted geometry.

As for the energy above the lowest of the compared OMol25 structures with the same formula, charge and spin: 0.0 kcal/mol. The HOMO-LUMO gap is 9.1 eV. The value obtained for the LUMO energy is 0.01 eV.

```
112
C28H70O14 (ωB97M-V/def2-TZVPD)
C -2.9196 0.8463 -1.1626
H -0.1402 6.2782 2.4510
H 1.4482 3.1835 -3.8698
H 2.6233 4.7805 -5.2738
H 2.5565 -6.5691 1.2143
C 3.1918 3.9318 -4.8935
H -3.2398 0.8334 -0.1208
H 1.8130 -1.9857 -2.5631
H 0.1429 -6.5328 1.0135
C -3.3773 -3.3622 -0.8276
H 1.6511 0.2595 -3.7282
H -3.4884 4.1446 2.4973
H -3.7102 2.3300 -3.9599
C 3.2570 2.5249 -3.0477
C -3.6298 2.3863 -2.8744
H 3.3530 0.1600 4.1181
C 0.4286 0.6935 0.5738
O 3.3263 0.0390 5.0673
C 4.2258 4.4720 -3.8937
H -4.2489 0.3211 -2.8470
H -3.8231 -3.3666 2.0395
H 3.4712 -3.2757 1.2986
H 2.1117 -0.4649 0.6880
H -0.5284 -1.6316 1.6750
C 0.6464 -5.6245 0.6824
H -4.8677 -4.8104 0.2084
O 0.2502 1.0623 1.9546
H -4.2258 -2.8083 -1.2291
H 2.7689 3.1481 1.0667
H 1.0644 -2.1074 2.3329
H 0.1368 -4.7532 1.0937
O 3.4805 2.5824 0.7667
H -3.6403 -5.5554 -0.8084
H 1.6399 -3.5297 -0.9483
H 0.8797 -1.1855 -0.2706
H 0.1455 2.8258 4.5420
H -0.0019 -5.1183 -1.3149
H 2.1738 -5.1763 2.1801
C -1.8292 4.0481 1.1296
H -1.6674 0.2195 7.0658
H 2.6147 2.1914 -2.2326
O -0.4267 -0.1392 -4.0547
C -2.1708 2.6544 -2.4244
H 2.1966 1.9853 -4.8863
H -2.2603 0.0046 -1.3749
H 4.3283 5.5514 -3.7822
C -1.3174 -1.3095 -3.9717
H -1.7914 -2.2333 0.1173
H 3.8902 3.0705 0.0525
C -0.9938 6.1889 1.7791
O 3.6690 -2.4723 1.7798
H -1.5240 -2.8717 4.9076
H -2.5939 4.0145 0.3536
H 1.2610 -2.0794 -4.2987
C 1.0459 -1.7226 -3.2915
C 2.0572 -4.5367 -0.9570
C 1.0483 -0.7046 0.6929
H -0.8324 -0.3496 5.9384
O 3.9071 3.7530 -2.7016
H 3.7540 3.5874 -5.7615
O -0.9682 -2.1749 5.2565
O -0.9087 5.1234 0.8790
O 0.8866 2.9121 3.9423
H 1.1111 -6.4996 -1.1331
O -2.8880 -4.8087 0.8967
H 0.6295 0.1312 -2.2879
C -2.3490 5.9318 2.5026
H -2.3005 -1.0889 -3.5558
C 0.4703 -1.2832 1.9383
C 0.7928 -0.2537 -3.2946
O -0.8660 0.3730 6.5653
C 2.4130 2.8334 -4.2368
H -0.5816 -3.3137 -3.2384
H -1.8687 3.6940 -2.2975
H -2.6235 -3.6187 -1.5721
H -0.0749 -2.4942 5.1296
C -2.8012 -2.5790 0.3385
C 0.8745 -5.4936 -0.7865
H -2.4769 6.2497 3.5373
C 2.1036 -5.5787 1.1695
C -2.4465 4.4603 2.4448
H -4.2040 3.2473 -2.5321
C -2.8813 -3.4950 1.5060
C -3.8477 -4.7036 -0.1608
H 5.1919 4.0610 -4.1865
H -3.3462 -1.6584 0.5470
H 0.5633 2.5672 3.1100
H 1.0578 1.4961 0.1890
H -1.9634 3.8972 3.2433
H 2.6693 -4.6666 -1.8495
H -2.0771 -3.3854 2.2335
H -1.3173 -1.7011 -4.9889
H 1.1274 0.1180 3.4732
H 3.3418 -0.9103 5.1888
O -2.1249 2.0652 -1.1433
H -0.5511 0.7759 0.1032
H 4.0534 1.7977 -3.2058
H -1.4113 3.0494 1.2560
C -4.0741 1.1185 -2.1247
H 3.6226 1.0325 1.9540
C -0.3840 -2.2505 -3.1018
O 2.8693 -4.8271 0.2324
H -0.6460 -0.2105 3.3812
H 4.2076 -0.3446 2.1850
H -1.0408 7.1440 1.2560
C 0.2756 -0.0642 2.8179
H -3.1749 6.2903 1.8883
H -0.7089 -2.0869 -2.0743
H -4.9794 1.3252 -1.5541
O 4.0597 0.4970 2.6162
H 3.6503 -2.7332 2.7005
H -1.3956 2.2371 -3.0670
```

***

The lowest HOMO-LUMO gap belongs to which entry?
C28H70HfNO15

***

Which formula does entry 2 have?
C28H70F2K2NO18S2

***

The lowest LUMO belongs to which entry?
C28H70HfNO15